Formula: C3H4F2O2
Source: OMol25
Level of theory: ωB97M-V/def2-TZVPD

Properties
Electronic energy ... -12701.6255 eV
Energy relative to the best compared isomer or geometry (same formula, charge and spin) ... 334.09 kJ/mol
Multiplicity ... 1
Highest occupied orbital energy (spin up / spin down) ... -0.30007 / -0.29351 hartree
Frontier orbital gap (spin up / spin down) ... 8.46 / 8.12 eV

The geometry in XYZ format:
```
11
Properties=species:S:1:pos:R:3:mulliken_charge:R:1
C 0.788 0.743 -0.284 0.1480
C -1.622 0.470 0.257 -0.4024
C 1.643 -0.506 -0.300 0.4548
O 1.147 1.876 -0.591 -0.4454
O -1.877 -0.864 0.319 -0.4244
F 2.876 -0.326 -0.709 -0.2283
F 1.150 -1.550 -1.030 -0.2443
H -1.634 1.197 0.992 0.4108
H -1.886 0.923 -0.693 0.3039
H 1.551 -0.897 0.787 0.0923
H -2.136 -1.065 1.253 0.3350
```